Record 1
56
Properties=species:S:1:pos:R:3:nbo_charge:R:1 method="wB97M-V/def2-TZVPD" charge=0 e_above_lowest_ev=3.497 gap_ha="0.1926 / 0.1926" homo_energy_ev="-8.87 / -8.87" total_energy_ev=-90176.411 largest_force_ha_per_bohr=0.0833
Au -0.708 -1.563 -0.458 1.531
O -1.831 -2.651 2.551 -0.992
S -0.631 -3.255 2.033 2.412
O -0.123 -4.385 2.748 -0.927
O -0.628 -3.447 0.562 -0.957
C 0.675 -1.928 2.244 -0.138
C 1.292 -1.921 3.641 -0.282
C 1.962 -0.587 4.001 -0.208
C 3.169 0.034 2.284 -0.241
C 3.089 -0.439 0.863 -0.137
C 2.562 -1.618 0.587 -0.317
S 2.461 -2.277 -1.098 2.412
O 2.640 -3.692 -0.929 -0.944
O 3.457 -1.593 -1.873 -0.927
O 1.082 -1.900 -1.546 -0.972
H 0.744 -2.463 4.406 0.259
H 1.891 -0.273 5.040 0.232
H 3.951 0.785 2.394 0.238
H 3.478 0.177 0.069 0.253
N -2.259 3.059 -6.494 -0.779
C -1.719 2.772 -5.281 0.210
C -0.689 1.824 -5.170 -0.277
C -0.125 1.545 -3.945 -0.156
C -0.571 2.228 -2.823 -0.331
C -1.597 3.157 -2.903 -0.174
C -2.162 3.439 -4.127 -0.271
S -0.012 1.667 -1.239 2.309
O 1.293 1.088 -1.296 -0.909
O -0.229 2.634 -0.195 -0.924
N -1.108 0.422 -1.061 -0.831
C -2.182 0.575 -0.297 0.555
N -2.825 1.715 -0.084 -0.463
C -3.766 1.707 0.839 0.132
C -4.125 0.569 1.553 -0.332
C -3.484 -0.612 1.199 0.133
N -2.552 -0.599 0.270 -0.493
H -2.060 2.455 -7.271 0.394
H -3.105 3.598 -6.533 0.392
H -0.355 1.305 -6.056 0.218
H 0.654 0.807 -3.824 0.251
H -1.931 3.632 -1.993 0.248
H -2.960 4.163 -4.208 0.213
H -4.237 2.666 1.011 0.210
H -4.868 0.599 2.330 0.245
H -3.674 -1.565 1.676 0.265
I 3.550 -4.185 3.699 0.155
C 2.603 -2.422 3.009 -0.082
C 3.269 -1.079 3.356 -0.238
C 1.825 0.521 2.929 -0.294
C 0.648 0.386 2.028 0.199
N 0.166 -0.743 1.724 -0.548
C 1.965 -2.490 1.612 -0.305
H 4.203 -1.148 3.903 0.238
H 1.887 1.532 3.329 0.234
H 0.187 1.270 1.600 0.215
H 1.810 -3.494 1.214 0.293



Record 2
6
Properties=species:S:1:pos:R:3:nbo_charge:R:1 method="wB97M-V/def2-TZVPD" charge=0 e_above_lowest_ev=0.002 gap_ha=0.4977 homo_energy_ev=-12.77 total_energy_ev=-11603.658 largest_force_ha_per_bohr=0.0457
C 1.541 0.011 0.061 1.125
C -2.192 -0.141 -0.327 0.502
O 2.461 -0.553 -0.410 -0.536
O -3.218 0.153 0.085 -0.502
F 1.373 1.284 0.133 -0.287
F 0.534 -0.556 0.688 -0.302



Record 3
73
Properties=species:S:1:pos:R:3:lowdin_spin:R:1 method="wB97M-V/def2-TZVPD" charge=-1 spin_multiplicity=2 e_above_lowest_ev=1.860 gap_ha="0.2352 / 0.2234" s_squared=0.760 homo_energy_ev="-4.40 / -4.37" total_energy_ev=-326810.388 largest_force_ha_per_bohr=0.0319
Mg 0.127 1.450 1.040 -0.001
C -3.290 1.147 -1.603 0.000
C -2.818 0.852 -0.322 0.000
N -1.603 1.343 -0.155 0.000
N -1.238 1.940 -1.320 0.000
C -2.261 1.844 -2.197 0.000
B 0.097 2.788 -1.504 0.000
N 0.083 3.918 -0.479 0.000
C 0.050 5.264 -0.582 0.000
C -0.018 5.788 0.690 0.000
C -0.023 4.675 1.537 0.000
N 0.036 3.562 0.830 0.000
N 1.432 1.916 -1.294 0.000
C 2.390 1.700 -2.220 0.000
C 3.451 1.053 -1.625 0.000
C 3.065 0.908 -0.292 0.000
N 1.871 1.438 -0.097 0.000
N 0.114 3.208 -2.972 0.000
C 0.046 2.356 -4.028 0.000
C 0.102 3.097 -5.180 0.000
C 0.204 4.424 -4.723 0.000
N 0.210 4.484 -3.405 0.000
H -4.243 0.896 -2.032 0.000
H -3.289 0.313 0.486 0.000
H -2.203 2.287 -3.174 0.000
H 0.079 5.732 -1.546 0.000
H -0.057 6.828 0.962 0.000
H -0.066 4.605 2.613 0.000
H 2.277 2.034 -3.235 0.000
H 4.370 0.742 -2.089 0.000
H 3.583 0.459 0.540 0.000
H -0.033 1.292 -3.874 0.000
H 0.074 2.737 -6.193 0.000
H 0.272 5.334 -5.298 0.000
Se 2.373 -0.021 6.557 -0.006
Sb 0.127 0.313 5.859 -0.007
Se 0.122 0.906 3.452 -0.004
Se -1.761 -1.203 6.117 0.387
Se -1.366 1.944 6.965 0.614
C 3.118 -3.322 3.647 0.000
C 3.473 -2.973 2.352 0.000
C 2.513 -2.496 1.472 0.000
C 1.183 -2.382 1.874 0.000
C 0.833 -2.740 3.173 0.003
C 1.799 -3.202 4.055 0.001
P 0.013 -1.540 0.765 0.000
C 0.357 -2.285 -0.869 0.000
C 0.142 -1.476 -1.985 0.000
C 0.364 -1.958 -3.267 0.000
C 0.819 -3.256 -3.447 0.000
C 1.041 -4.069 -2.343 0.000
C 0.809 -3.588 -1.064 0.000
C -1.642 -2.197 1.168 0.000
C -2.242 -1.763 2.353 0.002
C -3.522 -2.183 2.685 0.001
C -4.228 -3.016 1.828 0.000
C -3.644 -3.437 0.642 0.000
C -2.356 -3.037 0.315 0.000
H 3.872 -3.661 4.345 0.000
H 4.504 -3.053 2.030 0.000
H 2.803 -2.206 0.468 0.000
H -0.184 -2.626 3.525 0.005
H 1.522 -3.427 5.077 0.001
H -0.207 -0.458 -1.837 0.000
H 0.189 -1.320 -4.125 0.000
H 1.004 -3.634 -4.445 0.000
H 1.397 -5.083 -2.481 0.000
H 0.986 -4.225 -0.205 0.000
H -1.717 -1.093 3.026 0.001
H -3.949 -1.850 3.623 0.000
H -5.229 -3.339 2.086 0.000
H -4.191 -4.086 -0.033 0.000
H -1.917 -3.374 -0.614 0.000



Record 4
10
Properties=species:S:1:pos:R:3:nbo_charge:R:1 method="wB97M-V/def2-TZVPD" charge=0 e_above_lowest_ev=5.176 gap_ha=0.3196 homo_energy_ev=-8.41 total_energy_ev=-9672.278 largest_force_ha_per_bohr=0.0232
N -1.807 -1.191 -1.017 -0.627
C -0.881 -0.400 -0.863 0.408
N 1.774 -0.126 -0.583 0.020
N 2.307 -0.289 0.451 -0.232
O -0.692 1.110 2.030 -0.458
C 0.175 0.641 1.434 0.489
C 0.057 0.456 -0.517 -0.511
H -1.743 -1.816 -1.820 0.382
H 1.591 0.004 1.294 0.269
H 0.037 1.438 -0.982 0.261



Record 5
14
Properties=species:S:1:pos:R:3:nbo_charge:R:1 method="wB97M-V/def2-TZVPD" charge=0 e_above_lowest_ev=1.914 gap_ha=0.3907 homo_energy_ev=-9.61 total_energy_ev=-7255.961 largest_force_ha_per_bohr=0.0179
H -0.436 0.911 1.550 0.317
N -1.216 0.250 1.670 -0.615
C -1.581 -0.200 0.537 0.151
C -0.899 0.188 -0.746 -0.512
C 0.568 -0.298 -0.826 -0.081
C 1.693 0.283 -0.053 -0.260
N 1.191 -1.044 0.268 -0.582
H -2.442 -0.872 0.498 0.176
H -1.421 -0.159 -1.642 0.228
H -1.069 1.270 -0.708 0.231
H 0.830 -0.726 -1.794 0.204
H 2.696 0.299 -0.476 0.201
H 1.480 1.112 0.622 0.180
H 0.607 -1.014 1.101 0.362



Record 6
23
Properties=species:S:1:pos:R:3:nbo_charge:R:1 method="wB97M-V/def2-TZVPD" charge=0 e_above_lowest_ev=2.641 gap_ha=0.3174 homo_energy_ev=-8.30 total_energy_ev=-14281.979 largest_force_ha_per_bohr=0.0726
C 1.327 0.511 -1.583 -0.574
C 1.629 0.833 -0.113 -0.667
B 0.473 1.558 0.746 1.008
O 0.408 2.822 1.192 -0.868
C -0.646 0.437 1.020 -0.586
C -1.716 0.559 0.016 -0.148
C -2.319 -0.520 -0.488 -0.246
C -1.747 -1.859 -0.321 -0.231
C -0.501 -2.042 0.151 -0.160
C 0.249 -0.976 0.993 -0.361
C 1.642 -0.586 0.504 0.636
O 2.644 -1.258 0.497 -0.535
H 0.518 -0.086 -1.516 0.208
H 2.115 -0.003 -2.089 0.221
H 1.005 1.343 -2.227 0.209
H 2.575 1.305 0.103 0.229
H 0.993 3.523 0.957 0.507
H -1.133 0.606 1.956 0.246
H -2.031 1.546 -0.028 0.206
H -3.255 -0.389 -1.131 0.216
H -2.424 -2.740 -0.774 0.221
H -0.150 -3.047 0.225 0.212
H 0.343 -1.538 1.909 0.256